[1]
BrH2NOS | the ωB97M-V functional and the def2-TZVPD basis

Summary:
Molecular weight, g mol⁻¹: 143.99
Gap between HOMO and LUMO, eV: 8.69
E_tot, eV: -84443.0827
Relative energy (zero: lowest compared OMol25 entry of this formula, charge and spin), kcal per mole: 91.3
SMILES string: N=[S@H](=O)Br

```
6
Properties=species:S:1:pos:R:3:nbo_charge:R:1
N -0.99 0.72 0.38 -0.9840
S 0.03 -0.23 -0.14 1.4039
O 0.07 -2.05 -0.07 -0.7316
Br 2.26 0.60 -0.05 -0.2046
H -1.34 0.61 1.29 0.3896
H -0.03 0.35 -1.41 0.1266
```

[2]
C3H7ClN5 | the ωB97M-V functional and the def2-TZVPD basis

Summary:
Molecular weight, g mol⁻¹: 148.58
Gap between HOMO and LUMO (spin up / spin down), eV: 6.47 / 7.69
E_tot, eV: -23184.2911
Multiplicity: 3
Net charge: +1

```
16
Properties=species:S:1:pos:R:3:lowdin_spin:R:1
C 0.28 1.29 -0.17 0.6674
C 1.37 0.54 -0.08 0.0619
C 1.52 -0.96 0.03 0.0046
N -1.51 0.35 0.00 0.7562
N 0.36 -1.52 -0.18 -0.0071
N 2.79 -1.37 0.16 -0.0024
N -3.59 1.07 0.09 0.0553
N -2.36 1.19 0.02 0.3168
Cl 2.87 1.37 0.02 0.0821
H 0.15 2.31 -0.32 0.0334
H 0.35 -2.49 -0.34 -0.0002
H 3.57 -0.77 0.37 0.0015
H 2.88 -2.33 0.41 0.0007
H -4.21 0.31 -0.08 0.0164
H -4.08 1.94 0.33 0.0042
H -0.40 -0.92 -0.25 0.0092
```

no.,F_max (Eh/bohr)
1,0.14301
2,0.12176